1.
{"formula": "C2H8NS", "method": "ωB97M-V/def2-TZVPD", "symbols": ["N", "H", "H", "H", "C", "C", "S", "H", "H", "H", "H", "H"], "positions_angstrom": [[2.8977, 1.5637, 0.5783], [2.9164, 2.5071, 0.1717], [2.6735, 0.9239, -0.2001], [1.8850, 1.5890, 0.8108], [-1.9503, -1.2205, -0.4325], [-0.7464, -0.3771, -0.0116], [0.7871, -1.0698, 0.6293], [-1.6810, -1.9520, -1.2127], [-2.8753, -0.7171, -0.7361], [-2.2199, -1.8706, 0.4212], [-1.1366, 0.2601, 0.8033], [-0.5504, 0.3633, -0.8216]], "lowdin_charge": [-0.0493, -0.0239, -0.0453, -0.0347, -0.2425, -0.9040, 0.1208, 0.0461, 0.0438, 0.0480, 0.0134, 0.0275], "total_charge": -1}

***

2.
{"formula": "C2H8NS", "method": "ωB97M-V/def2-TZVPD", "symbols": ["S", "H", "C", "N", "C", "H", "H", "H", "H", "H", "H", "H"], "positions_angstrom": [[1.7870, 0.2338, -2.7352], [2.7185, -0.6473, -3.1666], [-0.1703, -1.0176, 1.1054], [0.2325, 0.2113, 0.4284], [-0.8776, 1.1200, 0.2623], [-0.5044, -0.7416, 2.1043], [-0.9478, -1.5772, 0.5753], [0.7079, -1.6515, 1.2066], [0.6523, -0.0037, -0.4468], [-0.5479, 1.9870, -0.3025], [-1.3032, 1.4138, 1.2214], [-1.7469, 0.6731, -0.2525]], "lowdin_charge": [0.4069, -0.2805, -0.1496, -0.1967, -0.1685, 0.0734, 0.0717, 0.0712, -0.0435, 0.0707, 0.0722, 0.0728], "multiplicity": 2}

***

3.
{"formula": "C2H8NS2", "method": "ωB97M-V/def2-TZVPD", "symbols": ["C", "N", "H", "H", "H", "H", "C", "S", "S", "H", "H", "H", "H"], "positions_angstrom": [[-0.3309, 1.3571, -2.0072], [0.7236, 0.5839, -2.3395], [-0.1984, 2.4377, -1.9600], [-1.3291, 1.0800, -1.6694], [0.7007, -0.4209, -2.3522], [1.5792, 0.8861, -2.7658], [-0.7049, -1.4747, 1.4791], [-0.1036, 0.1207, 0.9463], [0.3795, 0.9946, 2.7530], [0.1994, -2.0898, 1.5970], [-1.0762, -2.2330, 0.7815], [-1.2802, -1.4804, 2.3852], [1.4409, 0.2389, 3.1520]], "lowdin_charge": [-0.2080, -0.0495, 0.0350, 0.0251, 0.0729, 0.0779, -0.5179, 0.3647, 0.3007, 0.0209, 0.0406, 0.0203, -0.1827], "multiplicity": 2}

***

4.
{"formula": "C2H8O2", "method": "ωB97M-V/def2-TZVPD", "symbols": ["C", "O", "H", "H", "H", "H", "C", "O", "H", "H", "H", "H"], "positions_angstrom": [[0.8032, 2.2276, 0.9299], [0.5624, 0.8859, 1.2436], [1.0832, 0.2767, 0.6740], [0.4921, 2.8023, 1.7903], [0.3503, 2.6214, 0.0198], [1.8268, 2.4685, 0.5338], [-0.9582, -2.1379, -1.1667], [-0.1451, -1.2009, -0.4136], [-0.6652, -0.8179, 0.2947], [-1.7476, -2.5276, -0.5381], [-1.3692, -1.6533, -2.0477], [-0.2327, -2.9448, -1.3201]], "lowdin_charge": [-0.1873, -0.1315, 0.0815, 0.0769, 0.0659, 0.0884, -0.1184, -0.1572, 0.0540, 0.0715, 0.0742, 0.0819], "smiles": "CO.CO"}

***

5.
{"formula": "C2H8O2", "method": "ωB97M-V/def2-TZVPD", "symbols": ["C", "C", "H", "H", "H", "H", "H", "H", "H", "H", "O", "O"], "positions_angstrom": [[1.9446, 0.2147, -0.4086], [-1.7200, 0.0366, 0.6825], [0.3201, -0.5818, -0.2707], [2.8559, 0.5310, 0.2193], [2.2745, 0.1776, -1.4258], [1.3878, 1.1996, -0.3738], [-1.4765, -1.0870, -1.0830], [-0.9365, 0.7305, 1.1900], [-2.5800, 0.6510, 0.3722], [-2.1586, -0.6391, 1.5262], [1.1773, -0.7917, 0.1286], [-1.0886, -0.4413, -0.5569]], "lowdin_charge": [-0.2323, -0.0860, -0.0479, 0.0960, 0.0551, 0.0803, 0.0743, 0.1156, 0.0684, 0.1100, -0.1297, -0.1037], "smiles": "CO.CO"}

***

6.
{"formula": "C2H8O2", "method": "ωB97M-V/def2-TZVPD", "symbols": ["C", "O", "H", "H", "H", "H", "C", "O", "H", "H", "H", "H"], "positions_angstrom": [[0.8041, 0.4251, -1.6155], [-0.5372, -0.0093, -1.3138], [0.8832, 1.5084, -1.6155], [1.4093, -0.1374, -0.9069], [1.1753, 0.0703, -2.5836], [-1.0725, 0.5003, -1.9086], [-0.3093, -0.6519, 1.8561], [-1.4310, 0.1490, 1.4607], [0.6017, -0.3290, 1.3383], [-0.0297, -0.4477, 2.8926], [-0.4698, -1.7115, 1.6753], [-1.0242, 0.6338, 0.7210]], "lowdin_charge": [-0.1347, -0.1224, 0.0808, 0.0720, 0.0752, 0.0697, -0.1637, -0.1325, 0.0604, 0.0721, 0.0776, 0.0457], "smiles": "CO.CO"}

***

Relative energy (zero: lowest compared OMol25 entry of this formula, charge and spin) (computed, kJ/mol): 54.7, 63.7, 96.9, 98.0, 163.2, 90.4